Record 1
{"formula": "C27H28F2N", "method": "ωB97M-V/def2-TZVPD", "molar_mass_g_mol": 404.5, "total_charge": 1, "lumo_ev": -5.60, "relative_energy_kj_mol": 90.9, "elements": ["C", "C", "C", "F", "C", "C", "C", "C", "C", "C", "F", "C", "C", "C", "C", "C", "C", "H", "H", "H", "H", "H", "H", "H", "H", "H", "H", "H", "H", "H", "C", "C", "C", "C", "N", "C", "C", "C", "C", "C", "C", "C", "C", "H", "H", "H", "H", "H", "H", "H", "H", "H", "H", "H", "H", "H", "H", "H"], "positions_angstrom": [[-0.350, -6.122, -0.009], [-0.174, -4.675, 0.281], [0.839, -4.303, 1.158], [1.563, -5.301, 1.766], [1.085, -2.999, 1.487], [0.479, -1.943, 0.727], [0.936, -0.616, 0.882], [2.113, -0.342, 1.688], [3.271, -1.137, 1.461], [4.308, -1.133, 2.361], [5.270, -2.109, 2.277], [4.365, -0.273, 3.458], [5.541, -0.289, 4.385], [3.244, 0.545, 3.672], [2.176, 0.560, 2.781], [-0.622, -2.317, -0.120], [-0.958, -3.647, -0.290], [-1.271, -6.294, -0.579], [0.503, -6.487, -0.608], [-0.373, -6.722, 0.919], [1.730, -2.777, 2.330], [0.407, 0.209, 0.383], [3.287, -1.820, 0.615], [5.465, 0.513, 5.127], [5.593, -1.252, 4.930], [6.490, -0.136, 3.857], [3.240, 1.185, 4.572], [1.337, 1.248, 2.929], [-1.193, -1.520, -0.618], [-1.831, -3.938, -0.890], [-0.295, 4.182, 1.669], [-0.492, 2.835, 2.028], [-1.045, 1.938, 1.106], [-0.962, 2.258, -0.274], [-1.172, 1.271, -1.252], [-1.838, 1.493, -2.336], [-1.814, 0.482, -3.487], [-3.103, 0.364, -4.351], [-3.895, 1.654, -4.629], [-3.946, 2.620, -3.449], [-2.660, 2.755, -2.629], [-0.679, 3.601, -0.636], [-0.447, 4.570, 0.329], [-0.026, 4.914, 2.432], [-0.216, 2.483, 3.025], [-1.466, 0.978, 1.411], [-0.970, 0.787, -4.140], [-1.549, -0.504, -3.068], [-2.817, -0.094, -5.310], [-3.771, -0.348, -3.843], [-3.477, 2.157, -5.511], [-4.920, 1.375, -4.910], [-4.226, 3.616, -3.806], [-4.739, 2.316, -2.762], [-2.927, 3.259, -1.693], [-1.986, 3.431, -3.176], [-0.683, 3.887, -1.692], [-0.348, 5.611, 0.019]], "atomic_forces_ev_per_a": [[-0.4433, -0.4327, -0.0944], [0.0584, 0.0820, -0.2539], [0.6335, -0.3992, 0.8122], [-0.8142, 1.1000, -0.5203], [0.3327, 0.0554, -0.0204], [-0.2013, -0.1910, 0.2347], [-0.1782, -0.2244, 0.0944], [1.2841, -0.0487, 0.1894], [-0.6407, -0.5583, 0.0693], [0.5138, -0.5450, 0.3599], [-0.6131, 1.0903, -0.3408], [-0.3434, -0.0826, 0.0261], [0.1442, -0.1135, 0.5077], [0.2370, 0.2627, -0.1004], [-0.7875, 0.2622, -0.3896], [-0.0329, 0.4488, -0.1074], [-0.0676, 0.0147, -0.1176], [0.2473, -0.0173, 0.1569], [-0.2523, 0.1492, 0.2462], [0.0375, 0.3052, -0.4250], [0.0594, -0.0871, -0.2723], [0.0153, -0.4087, 0.2953], [0.1428, 0.0554, 0.1943], [-0.1118, -0.1681, -0.1309], [0.0630, 0.4370, -0.3453], [-0.2617, -0.2192, -0.0208], [-0.0795, -0.2981, -0.7134], [0.4142, -0.4594, 0.1173], [0.3650, -0.3615, 0.1646], [0.5270, 0.2361, 0.1907], [0.1523, -0.4686, -0.1231], [-0.5008, 0.6615, -0.1590], [0.9519, 0.1393, -0.9010], [-0.8431, 1.1827, 0.5234], [-0.3997, -0.3851, -1.0055], [-0.6404, 0.1643, -0.0290], [0.1806, 0.1788, 0.2830], [-0.0468, -0.2620, 0.4061], [0.3419, -0.0149, -0.2871], [-0.2232, -0.4315, 0.1651], [0.4522, 0.1687, -0.0158], [0.0218, -0.4277, 0.0763], [0.1149, -0.3348, 0.3819], [0.0550, -0.2384, -0.2451], [-0.7033, 0.3683, -0.0742], [0.4251, 0.1141, -0.0517], [-0.2779, -0.0432, 0.2968], [-0.0097, 0.3714, -0.2483], [-0.1601, 0.0238, 0.3286], [0.1425, 0.1271, -0.1261], [0.0672, -0.0261, 0.2060], [0.2825, 0.0861, 0.0274], [0.0152, -0.1116, 0.1044], [-0.0671, -0.0962, -0.0214], [0.2697, -0.0645, -0.1473], [-0.0921, -0.0994, 0.0836], [0.1621, -0.1824, 0.5384], [0.0812, -0.2843, 0.2070]], "nbo_charge": [-0.66, 0.08, 0.41, -0.32, -0.17, -0.18, 0.14, -0.07, -0.24, 0.38, -0.31, 0.00, -0.65, -0.20, -0.17, -0.07, -0.24, 0.24, 0.26, 0.26, 0.26, 0.27, 0.24, 0.23, 0.25, 0.25, 0.24, 0.23, 0.26, 0.25, -0.22, -0.21, -0.25, 0.10, -0.52, 0.40, -0.46, -0.40, -0.41, -0.39, -0.50, -0.19, -0.21, 0.23, 0.21, 0.22, 0.23, 0.22, 0.22, 0.20, 0.20, 0.22, 0.22, 0.20, 0.24, 0.22, 0.21, 0.23]}

Record 2
{"formula": "C26H73N3O14", "method": "ωB97M-V/def2-TZVPD", "smiles": "COCCNCCOC.COCCNCCOC.COCCNCCOC.OCCO.OCCO.CO.CO.CO.CO", "molar_mass_g_mol": 651.9, "total_charge": 0, "lumo_ev": 0.49, "elements": ["C", "O", "C", "C", "N", "C", "C", "O", "C", "H", "H", "H", "H", "H", "H", "H", "H", "H", "H", "H", "H", "H", "H", "H", "C", "O", "C", "C", "N", "C", "C", "O", "C", "H", "H", "H", "H", "H", "H", "H", "H", "H", "H", "H", "H", "H", "H", "H", "C", "O", "C", "C", "N", "C", "C", "O", "C", "H", "H", "H", "H", "H", "H", "H", "H", "H", "H", "H", "H", "H", "H", "H", "O", "C", "C", "O", "H", "H", "H", "H", "H", "H", "O", "C", "C", "O", "H", "H", "H", "H", "H", "H", "C", "O", "H", "H", "H", "H", "C", "O", "H", "H", "H", "H", "C", "O", "H", "H", "H", "H", "C", "O", "H", "H", "H", "H"], "positions_angstrom": [[3.502, -3.677, -1.346], [2.187, -4.261, -1.131], [1.423, -4.031, -2.266], [0.103, -4.758, -2.037], [-0.650, -4.090, -0.940], [-1.927, -4.749, -0.702], [-2.587, -4.199, 0.531], [-3.778, -4.876, 0.789], [-4.906, -4.552, -0.035], [3.425, -2.581, -1.458], [3.922, -4.065, -2.283], [4.263, -3.902, -0.617], [1.926, -4.443, -3.228], [1.267, -2.918, -2.330], [0.234, -5.878, -1.776], [-0.574, -4.704, -2.922], [-0.132, -4.041, -0.054], [-1.919, -5.853, -0.575], [-2.532, -4.534, -1.577], [-2.791, -3.158, 0.494], [-1.959, -4.316, 1.455], [-5.154, -5.260, -0.876], [-4.703, -3.593, -0.479], [-5.700, -4.535, 0.743], [8.428, 5.472, -5.498], [7.698, 4.615, -4.675], [7.597, 5.218, -3.388], [6.948, 4.158, -2.523], [5.543, 3.912, -2.844], [4.936, 2.814, -2.103], [3.485, 2.723, -2.377], [2.770, 1.809, -1.496], [3.114, 0.474, -1.801], [7.892, 6.412, -5.530], [8.505, 4.976, -6.452], [9.457, 5.623, -5.164], [7.054, 6.206, -3.379], [8.661, 5.398, -2.997], [6.948, 4.279, -1.458], [7.593, 3.281, -2.784], [5.438, 3.831, -3.885], [5.086, 3.073, -1.001], [5.412, 1.851, -2.280], [3.278, 2.485, -3.431], [2.965, 3.648, -2.204], [3.149, 0.336, -2.908], [2.326, -0.173, -1.431], [4.067, 0.134, -1.308], [0.591, 2.437, 1.079], [0.185, 1.919, 2.411], [1.249, 1.817, 3.330], [0.629, 1.306, 4.637], [0.248, -0.084, 4.421], [-0.454, -0.856, 5.458], [-1.976, -0.745, 5.349], [-2.276, -1.557, 4.134], [-3.637, -1.507, 3.725], [-0.215, 2.238, 0.391], [1.511, 1.917, 0.723], [0.760, 3.484, 1.221], [1.605, 2.820, 3.449], [2.007, 1.148, 2.876], [-0.125, 2.026, 4.905], [1.445, 1.368, 5.336], [-0.262, -0.134, 3.536], [-0.160, -0.528, 6.500], [-0.145, -1.934, 5.341], [-2.272, 0.326, 5.206], [-2.557, -1.163, 6.179], [-4.309, -1.720, 4.656], [-3.792, -2.323, 3.043], [-3.826, -0.620, 3.173], [-2.884, 2.679, 5.055], [-2.497, 3.177, 3.778], [-2.797, 1.959, 2.844], [-4.213, 1.742, 2.762], [-2.791, 3.371, 5.713], [-3.229, 3.946, 3.514], [-1.420, 3.424, 3.659], [-2.210, 1.121, 3.249], [-2.495, 2.144, 1.822], [-4.451, 1.676, 3.686], [-0.078, 2.487, -4.726], [-1.178, 1.818, -4.142], [-1.011, 1.567, -2.589], [0.276, 0.973, -2.358], [0.649, 1.815, -4.684], [-2.057, 2.391, -4.316], [-1.250, 0.817, -4.652], [-1.761, 0.797, -2.324], [-1.206, 2.494, -1.985], [0.837, 1.609, -1.919], [-4.791, -1.078, -2.896], [-3.633, -1.711, -3.377], [-4.536, -0.478, -2.009], [-5.178, -0.387, -3.605], [-5.590, -1.807, -2.656], [-3.068, -1.632, -2.666], [-1.791, -0.731, 0.206], [-2.325, -1.595, -0.847], [-2.556, -0.539, 0.960], [-0.861, -1.177, 0.555], [-1.537, 0.226, -0.300], [-1.675, -2.307, -0.943], [-7.003, -0.805, 0.924], [-6.233, -0.681, 2.134], [-6.460, -0.801, 0.007], [-7.549, -1.744, 0.803], [-7.698, 0.012, 0.863], [-5.690, 0.098, 2.014], [1.766, -2.332, 2.082], [0.455, -2.810, 2.096], [2.411, -3.236, 2.154], [2.038, -1.817, 1.190], [1.897, -1.783, 2.985], [-0.143, -2.113, 2.403]], "atomic_forces_ev_per_a": [[-0.7132, 0.0584, -0.8636], [2.5597, 0.2367, 0.5109], [-0.5859, -0.2906, -1.2861], [-0.9579, -0.3784, 0.7186], [0.2830, -0.3321, 0.0666], [0.2010, -0.0203, 0.0392], [0.3608, -0.6183, 1.3396], [-0.7521, -1.1609, -0.0463], [0.1505, -0.5415, 0.9462], [-0.0758, -0.2618, 0.1292], [-0.2002, 0.0389, -0.0879], [-0.4422, -0.2962, 0.8555], [-0.6128, 0.7322, 1.3905], [-0.1290, -0.8599, -0.4857], [0.2014, 1.6058, -0.5428], [0.6855, -0.0267, 0.3920], [0.1486, -0.2124, -0.5443], [0.4348, 0.3346, -0.1545], [-0.4481, -0.0620, -0.2203], [-0.1481, 0.9573, -0.3668], [-0.2635, -0.2616, -0.8721], [0.4911, 0.2804, 0.9731], [-0.3975, 0.7270, -0.1973], [-0.0870, 0.2190, -1.1250], [0.1315, -0.3033, -0.4920], [-0.1187, 0.4532, 0.9570], [0.6921, 0.1886, 1.0740], [-0.1398, -1.3397, -0.8692], [-0.1508, 0.3820, -1.7392], [1.2008, 0.9150, 1.4453], [-1.8405, -0.1416, 0.3149], [0.9754, 0.2726, -0.8654], [0.4813, -0.8274, -0.0862], [0.1591, 0.5195, -0.5033], [-0.1995, 0.1901, -0.5204], [0.0185, 0.1129, 0.3668], [0.3367, -0.8708, -0.3274], [-1.3257, -0.0824, -0.3823], [0.5852, 0.5955, 0.5883], [-0.4256, 0.0823, 0.5337], [0.0683, -0.1773, 1.4309], [-0.2274, -0.4790, -1.1990], [0.2604, -0.2674, -0.0463], [0.0746, -0.3442, 0.0927], [0.1551, 0.7040, 0.1084], [0.2082, -0.0402, 0.6823], [-0.2086, -0.0308, 0.1095], [-0.6432, 0.4882, -0.5930], [0.4194, -1.5323, 1.9451], [-0.4484, -0.0207, -2.1640], [-0.8396, -0.3916, -0.5343], [1.3224, -0.6446, -1.2988], [-0.2749, 0.0097, 0.0163], [0.1837, -0.0880, 0.8582], [-0.1293, -0.5337, -1.8582], [0.3259, 1.0338, 1.1263], [-0.1142, -1.3058, 2.1639], [-0.3053, 0.0124, -0.0877], [-0.5646, 0.4069, 0.2496], [0.2412, 0.7572, -0.3250], [0.8849, 0.6437, 0.4328], [-0.0018, 0.2075, 0.6682], [-0.7705, 0.1402, 0.3644], [0.1922, -0.1360, 0.8010], [0.0094, -0.0763, 0.4017], [0.0103, -0.1908, -1.1643], [-0.4618, 1.0062, 0.2374], [0.1283, -0.8186, 0.0647], [0.2878, -0.0385, 0.0405], [0.7691, 0.7987, -1.6980], [-0.0415, -0.5289, -0.2864], [-0.6062, 1.0332, 0.0251], [0.4621, -0.0135, 0.4185], [-0.6634, -1.4558, -1.2647], [0.1373, 1.1633, 0.1123], [0.7847, -0.2278, 0.2895], [-0.0508, 0.0872, 0.1012], [0.6001, 0.4454, -0.2432], [-0.7521, 0.1715, 0.3568], [-0.4597, -0.1053, -0.2454], [0.3634, 0.1330, -0.1317], [-0.6384, -0.1086, 0.4102], [0.9997, -0.7263, 0.2926], [0.9155, -1.5663, 0.8498], [-0.2674, -0.2734, -1.1016], [-1.0452, 0.1607, -0.1012], [-0.7593, 1.0723, -0.0282], [-0.7538, 0.4503, -0.2511], [-0.3653, 0.7479, 0.6247], [0.1545, 0.4720, -0.0055], [0.4262, -0.7123, -0.5271], [0.5673, 0.3087, 0.1370], [-0.3708, -0.2406, 0.8894], [-1.8514, -0.2011, -2.3951], [-0.2767, -0.2847, 0.0147], [-0.3489, 0.5099, -0.8918], [0.3453, 0.2924, 0.0419], [2.5120, -0.0535, 2.4192], [-0.1306, 0.3078, -1.9753], [0.2198, 0.9258, 0.5919], [0.2101, -0.2853, 0.1539], [-0.1497, 0.1053, 0.4830], [-0.0575, -0.3808, 0.6028], [0.2518, -0.3289, -0.2758], [-0.3292, -0.1092, 0.4280], [-0.5719, -0.8255, -0.9794], [1.2372, 0.3242, -0.5748], [0.0167, -0.0288, 1.0274], [-0.6026, 0.3599, -0.0166], [0.3424, 0.3645, 0.1150], [0.6792, -1.8577, 0.8182], [-1.3819, -0.1898, -0.4720], [-0.2365, 0.5761, -0.1414], [0.1000, 0.7328, -0.7278], [0.6297, 0.9309, 0.5038], [0.1214, -0.2781, 0.0408]], "mulliken_charge": [-0.56, -0.31, -0.14, -0.84, 0.28, -0.86, 0.10, -0.52, -0.40, 0.02, 0.37, 0.29, 0.39, 0.02, 0.29, 0.41, -0.04, 0.41, 0.34, 0.18, 0.12, 0.23, 0.05, 0.27, -0.72, -0.31, -0.48, -0.67, -0.25, -0.55, -0.75, -0.06, -0.85, 0.31, 0.25, 0.29, 0.37, 0.36, 0.44, 0.25, 0.26, 0.21, 0.33, 0.31, 0.34, 0.39, 0.07, 0.35, -0.75, -0.04, -0.70, -0.44, 0.20, -0.88, -0.28, -0.24, -0.23, -0.02, 0.29, 0.38, 0.41, 0.30, 0.19, 0.52, -0.38, 0.40, 0.29, 0.10, 0.57, 0.31, 0.15, -0.13, -0.58, -0.70, 0.69, -0.61, 0.30, 0.42, 0.16, -0.48, 0.34, 0.41, -0.58, -0.72, 0.27, -0.20, 0.31, 0.41, 0.29, -0.15, 0.31, 0.15, -0.49, -0.55, 0.04, 0.42, 0.23, 0.36, 0.58, -0.32, 0.23, -0.09, -0.58, 0.11, -0.53, -0.42, 0.02, 0.29, 0.35, 0.27, -0.46, -0.37, 0.25, 0.06, 0.36, 0.16]}

no.,frontier orbital gap (eV)
1,5.29
2,9.36